{
  "formula": "C5H12OS",
  "method": "ωB97M-V/def2-TZVPD",
  "homo_energy_ha": -0.304,
  "gap_ha": 0.334,
  "fmax_ev_per_a": 6.2,
  "smiles": "CSCCCCO",
  "relative_energy_kcal_mol": 55.4,
  "e_tot_ha": -671.04494,
  "elements": ["S", "O", "C", "C", "C", "C", "C", "H", "H", "H", "H", "H", "H", "H", "H", "H", "H", "H", "H"],
  "xyz": [[-0.43241, 1.56236, 2.15764], [-0.22392, -2.68079, -1.81307], [0.75144, 2.53935, 1.13395], [0.51474, -1.72715, -1.02864], [-1.14364, 0.06850, -0.07182], [-0.05950, -0.32185, -1.09374], [-0.53839, -0.21272, 1.36472], [0.74936, -2.12167, -0.07951], [0.74887, 0.47661, -0.99439], [0.27381, -3.39724, -2.13973], [-1.91458, -0.67535, -0.10192], [0.32671, -0.75688, 1.31151], [-1.58440, 1.07831, -0.10864], [1.43832, 2.13569, 0.45738], [1.56649, -1.58972, -1.46832], [1.09869, 3.28525, 1.79155], [-0.48480, -0.27696, -2.15030], [0.22051, 3.28781, 0.63799], [-1.30729, -0.67356, 2.19535]],
  "atomic_forces_ev_per_a": [[1.15, -1.62, -0.38], [-1.55, 2.12, 0.94], [-1.92, 0.27, 1.30], [2.47, 0.10, -2.32], [0.75, -1.94, 1.55], [-0.74, 1.51, -1.22], [-4.68, 3.66, 1.75], [-0.33, -0.41, 1.46], [-0.70, -1.28, -0.36], [1.29, -1.00, -0.26], [-0.92, -0.21, -0.65], [2.26, -1.00, 0.38], [0.46, -0.56, -0.35], [1.16, -1.04, -0.38], [-1.25, -0.39, 0.20], [1.83, 0.07, 1.53], [0.59, 0.32, 1.20], [-1.73, 0.52, -1.99], [1.88, 0.85, -2.38]],
  "mulliken_charge": [-0.109, -0.533, -1.016, -0.377, -0.694, -0.404, -0.617, 0.346, 0.172, 0.295, 0.340, 0.356, 0.406, 0.334, 0.248, 0.380, 0.292, 0.336, 0.245]
}